[1]
The following is a quantum chemistry calculation of C19H47ClO3P2SW as an isolated structure at a distorted geometry, from the Open Molecules 2025 dataset.

Structure (XYZ):
```
74
Properties=species:S:1:pos:R:3:lowdin_spin:R:1
W 1.858 2.184 0.958 1.141
Cl 3.510 2.953 2.283 0.163
P -0.312 2.537 1.158 0.353
C 1.181 4.092 0.323 -0.021
C -2.011 3.052 0.994 0.068
C 0.306 2.127 2.828 0.044
C 1.651 3.512 -0.997 0.029
H 2.058 4.301 0.991 0.008
C 0.280 5.331 0.352 0.014
H -0.597 5.244 -0.307 0.001
H 0.872 6.203 0.024 -0.001
H -0.060 5.547 1.379 0.001
H 2.035 2.429 -0.894 0.020
H 2.508 4.077 -1.399 0.008
H 0.841 3.468 -1.741 0.001
H 1.424 1.896 2.810 0.011
C -0.353 0.826 3.351 0.017
C 0.087 3.372 3.711 0.016
H 0.765 4.201 3.464 0.001
H 0.273 3.098 4.761 0.003
H -0.949 3.734 3.631 0.000
H -0.933 0.287 2.584 0.004
H -1.023 1.058 4.194 0.000
H 0.430 0.141 3.716 0.003
C -2.494 2.820 -0.452 0.007
H -2.034 4.143 1.189 0.017
C -2.922 2.363 2.014 0.010
H -1.949 3.442 -1.173 0.000
H -3.554 3.102 -0.494 0.000
H -2.392 1.759 -0.739 0.001
H -2.831 1.269 1.947 0.001
H -3.954 2.641 1.768 0.001
H -2.719 2.693 3.039 0.000
H 0.877 0.873 0.268 0.025
H 1.701 0.773 -0.124 0.041
P 1.250 -2.323 -1.134 0.001
C 2.676 -3.078 -0.188 0.000
C 0.049 -3.705 -1.343 0.000
C 1.955 -1.892 -2.809 0.000
C 2.486 -2.699 1.292 0.002
H 3.550 -2.536 -0.587 0.000
C 2.901 -4.579 -0.367 0.000
H 2.030 -5.167 -0.051 0.000
H 3.744 -4.882 0.270 0.000
H 3.165 -4.853 -1.395 0.000
H 2.502 -1.608 1.419 0.004
H 3.305 -3.123 1.890 0.000
H 1.533 -3.086 1.690 0.000
H 2.835 -1.289 -2.524 0.000
C 0.958 -0.977 -3.556 0.000
C 2.425 -3.080 -3.646 0.000
H 3.279 -3.598 -3.195 0.000
H 2.758 -2.713 -4.625 0.000
H 1.622 -3.808 -3.823 0.000
H 0.224 -0.519 -2.875 0.000
H 0.414 -1.530 -4.335 0.000
H 1.511 -0.162 -4.046 0.000
C -0.618 -4.011 0.016 0.000
H 0.683 -4.555 -1.654 0.000
C -0.996 -3.401 -2.423 0.000
H -0.053 -4.748 0.599 0.000
H -1.622 -4.408 -0.160 0.000
H -0.746 -3.104 0.622 0.000
H -1.403 -2.386 -2.315 0.000
H -1.829 -4.099 -2.297 0.000
H -0.602 -3.538 -3.434 0.000
C -4.792 -0.433 -0.063 0.000
S -3.108 -1.079 -0.048 0.001
O -2.582 -0.741 1.286 0.002
O -3.295 -2.518 -0.276 0.000
O -2.392 -0.382 -1.137 0.001
H -5.357 -0.933 0.727 0.000
H -5.242 -0.651 -1.035 0.000
H -4.786 0.646 0.112 0.000
```

Summary:
spin multiplicity: 3
E_HOMO (alpha / beta): -7.140 / -7.304 eV
energy above the lowest of the compared OMol25 structures with the same formula, charge and spin: 124.12 kcal/mol
⟨S²⟩: 2.027

=====

[2]
The following is a quantum chemistry calculation of C6H12OPSr as an isolated structure at a distorted geometry, from the Open Molecules 2025 dataset.

Structure (XYZ):
```
21
Properties=species:S:1:pos:R:3:lowdin_charge:R:1
C 0.926 -0.528 -1.892 -0.253
C 1.721 -1.408 -2.680 -0.225
C 2.964 -0.768 -2.956 -0.214
C 2.954 0.521 -2.347 -0.222
C 1.714 0.696 -1.672 -0.250
Sr -0.864 1.028 0.859 0.448
P -3.145 -0.688 0.034 0.523
H -0.100 -0.703 -1.543 -0.005
H 1.433 -2.408 -3.003 0.053
H 3.782 -1.193 -3.534 0.053
H 1.383 1.590 -1.124 -0.005
H 3.762 1.250 -2.383 0.055
H -3.689 -1.666 0.945 -0.153
H -2.965 -1.588 -1.080 -0.149
H -4.410 -0.170 -0.398 -0.157
C -1.195 1.244 3.923 -0.263
O -0.347 0.530 2.990 -0.448
H -1.776 0.534 4.522 0.062
H -1.888 1.874 3.345 -0.006
H -0.583 1.885 4.566 0.068
H 0.322 -0.032 3.428 0.086
```

Summary:
E_HOMO: -1.056 eV
energy above the lowest of the compared OMol25 structures with the same formula, charge and spin: 0.00 kcal/mol
net charge: -1